Entry from the Open Molecules 2025 dataset: 8 unconnected molecules or ions with the total composition C32H80O16 (the ωB97M-V functional and the def2-TZVPD basis).

```
! RIJCOSX wB97M-V def2-TZVPD def2/J DEFGRID3
* xyz 0 1
H 3.319 5.646 -4.807
H -1.870 0.300 -0.819
C 1.131 -0.298 -0.231
H -4.338 -2.616 1.424
O 5.568 -7.142 0.389
O -1.177 -5.795 -1.075
H 4.722 5.903 -8.650
C -1.687 -6.652 -2.065
O -0.538 4.862 -5.783
H 1.819 -0.375 -1.073
H 1.220 6.486 -2.008
O -1.852 3.119 3.532
H -4.375 4.597 2.048
H 2.303 -3.377 -0.381
C -0.985 -0.063 -1.340
H 2.460 -1.686 6.911
C -5.616 -0.785 1.585
C -0.367 2.344 -5.601
O 3.378 6.649 -7.306
O 1.114 -2.634 4.541
H -1.370 -6.341 -3.061
H 2.957 6.055 -2.249
O -6.342 -3.033 1.337
O -0.127 -0.812 -0.573
H -1.265 -7.577 -1.673
O -1.941 -3.958 1.275
H -1.900 -2.590 -0.126
H -5.516 -0.807 2.671
H -0.364 -5.174 1.716
O 1.097 2.442 -5.527
H -4.196 3.328 3.087
H 4.680 -4.633 2.331
H 2.581 -3.264 1.262
C -1.633 -4.471 -1.225
H 2.007 -4.837 0.666
H 6.566 -5.280 0.568
H 3.849 -5.910 1.659
H -0.940 6.763 -5.991
H 0.495 -2.699 7.748
H -6.074 5.304 3.554
H 1.727 5.898 -5.419
H 2.168 1.190 0.877
C 1.976 6.146 -2.716
H -0.245 -2.196 3.239
H -3.123 -0.188 2.371
C 0.830 -2.370 3.204
C 1.732 1.796 -4.419
H -1.751 4.824 4.866
H 0.262 -3.800 6.390
H -1.834 -5.416 2.711
H 0.903 -3.223 2.530
C 0.925 3.423 -0.234
C 1.206 1.074 0.379
H -2.263 3.894 1.562
H 2.955 -3.444 4.346
O 2.104 7.041 -3.748
H -5.071 -2.132 -0.086
H -6.546 -4.789 0.313
H 6.382 -7.164 -1.441
C 0.773 -3.672 7.344
H 7.651 -7.306 -0.107
H 3.837 -2.696 6.584
C 5.842 -5.921 1.070
H -2.719 -4.391 -1.270
H 6.543 -8.604 -0.622
H 4.852 5.557 -6.925
H -1.769 5.050 2.562
H -0.976 3.829 -4.128
H 1.642 0.712 -4.352
H 6.395 -6.263 1.945
H -0.523 3.573 5.128
O 4.030 -4.359 0.331
C -1.453 -5.160 1.722
H -5.823 5.694 5.255
C -1.072 3.658 -5.200
H 1.314 2.074 -3.452
C -2.366 4.139 2.619
O 1.081 2.068 -0.611
C 6.641 -7.533 -0.448
C -3.431 0.284 1.438
H -2.058 -5.955 1.286
C -1.102 6.036 -5.195
H 1.555 -1.050 0.433
H 2.784 2.060 -4.534
C -5.229 -2.161 0.992
H 1.782 5.128 -3.053
C 4.572 -5.146 1.375
H -0.563 6.302 -4.286
H -6.664 -0.553 1.396
H 0.551 4.135 -0.969
H -5.947 3.969 4.657
H 5.427 7.171 -7.484
H -0.690 2.158 -6.626
C -6.135 -4.434 1.258
C -1.540 3.758 4.782
H -2.972 1.254 1.245
H 0.402 1.174 1.109
O -4.230 5.102 4.088
H 1.851 3.788 0.211
C 2.656 -3.988 0.450
H -0.464 0.700 -1.919
C 3.207 7.323 -6.059
H 1.386 -1.543 2.763
H 4.129 7.672 -5.595
C 2.523 -2.625 4.922
O -4.847 0.365 1.093
H 2.546 8.171 -6.241
H -2.110 3.570 -5.523
H 0.373 -4.273 8.161
H -2.772 -6.710 -2.150
H -6.562 -4.990 2.093
C -1.401 -3.549 0.016
H 3.074 -1.792 4.487
C 4.726 6.354 -7.658
C 2.564 6.418 -4.953
C 2.758 -2.627 6.448
H -0.342 -3.320 0.133
H -5.114 -4.789 1.398
H -2.178 5.980 -5.031
H -1.134 -3.974 -2.057
H -2.983 -0.406 0.723
C -3.881 4.367 2.992
H -1.313 -0.762 -2.110
C -5.580 4.978 4.470
H -2.281 3.290 5.430
O 2.150 -3.722 7.100
H 0.203 3.352 0.580
H -0.725 1.507 -5.001
*
```

Values from the calculation:
structure (SMILES) = COCCOC.COCCOC.COCCOC.COCCOC.COCCOC.COCCOC.COCCOC.COCCOC
energy = -67226.2694 eV
frontier orbital gap = 9.917 eV
energy relative to the best compared isomer or geometry (same formula, charge and spin) = 5.050 eV